No. 1
C38H51BrNP3Ti | ωB97M-V/def2-TZVPD

Atoms and positions in Å:
C: -4.995 -2.795 -4.759
C: -5.095 -1.667 -3.941
C: -6.344 -1.042 -3.770
C: -7.383 -1.419 -4.629
N: -7.224 -2.397 -5.519
C: -6.092 -3.093 -5.574
C: -3.936 -1.080 -3.342
C: -3.230 -0.058 -3.230
C: -2.348 0.727 -2.554
C: -1.960 0.033 -1.416
C: -0.617 0.221 -1.126
C: 0.054 1.427 -1.658
C: -0.387 2.120 -2.753
C: -1.673 1.816 -3.129
Ti: 0.586 0.917 0.147
P: 0.266 -0.665 2.288
H: -6.457 -0.229 -3.048
H: -4.064 -3.351 -4.815
H: -8.338 -0.887 -4.583
H: -6.017 -3.906 -6.292
H: -2.122 2.366 -3.936
H: -2.460 -0.851 -1.020
H: 0.212 2.843 -3.291
H: 0.001 -0.617 -0.600
C: 1.585 0.039 3.350
C: 1.286 0.246 4.829
H: 1.900 0.990 2.902
H: 2.448 -0.629 3.228
H: 2.191 0.585 5.347
H: 0.520 1.007 5.001
H: 0.969 -0.665 5.341
C: -1.371 -0.589 3.188
C: -2.443 -1.485 2.562
H: -1.703 0.451 3.223
H: -1.201 -0.878 4.223
H: -3.440 -1.107 2.828
H: -2.384 -1.526 1.466
H: -2.399 -2.516 2.942
C: 0.551 -2.476 2.551
C: 0.355 -2.927 4.003
H: 1.563 -2.721 2.208
H: -0.144 -3.019 1.896
H: 0.252 -4.016 4.063
H: 1.193 -2.645 4.649
H: -0.558 -2.527 4.454
Br: 2.310 2.528 -1.208
P: -0.950 3.757 1.172
C: -0.866 2.683 2.579
C: -1.228 3.299 3.957
H: 0.154 2.246 2.628
H: -1.605 1.895 2.346
H: -1.547 2.505 4.654
H: -0.361 3.821 4.390
H: -2.046 4.028 3.860
C: 0.524 4.613 0.603
C: 0.397 6.135 0.385
H: 0.824 4.103 -0.333
H: 1.340 4.363 1.297
H: 1.382 6.548 0.124
H: -0.303 6.353 -0.430
H: 0.015 6.636 1.284
C: -2.180 3.285 -0.048
C: -3.508 4.076 0.043
H: -2.385 2.209 0.051
H: -1.746 3.390 -1.048
H: -4.143 3.865 -0.834
H: -4.057 3.798 0.952
H: -3.302 5.153 0.090
C: 2.998 -0.130 -2.695
P: 2.396 -0.680 -1.058
C: 2.562 -2.474 -1.535
C: 1.477 -3.363 -1.533
C: 1.648 -4.666 -2.028
C: 2.866 -5.088 -2.573
C: 3.950 -4.201 -2.571
C: 3.808 -2.930 -2.012
C: 3.910 -0.644 -0.015
C: 4.802 0.425 -0.048
C: 6.070 0.294 0.517
C: 6.421 -0.873 1.193
C: 5.474 -1.891 1.347
C: 4.211 -1.761 0.775
H: 2.238 -0.423 -3.420
H: 3.925 -0.635 -2.958
H: 3.134 0.947 -2.773
H: 0.508 -3.049 -1.142
H: 0.811 -5.367 -1.999
H: 2.989 -6.095 -2.984
H: 4.912 -4.490 -3.001
H: 4.687 -2.284 -1.962
H: 4.510 1.360 -0.521
H: 6.788 1.106 0.423
H: 7.425 -1.008 1.594
H: 5.721 -2.801 1.890
H: 3.489 -2.574 0.876

## Properties
**<S²>**: 2.036
**E**: -5980.06206 a.u.
**Multiplicity**: 3
**Highest occupied orbital energy (spin up / spin down)**: -13.023 / -12.926 eV
**Charge**: +2



No. 2
C38H51F2IN3O8PS | ωB97M-V/def2-TZVPD

Atoms and positions in Å:
C: 4.692 -6.052 1.498
C: 3.505 -5.888 1.357
C: 2.097 -5.531 1.010
N: 1.839 -4.054 1.133
C: 2.785 -3.293 0.351
C: 3.863 -2.736 1.058
C: 4.853 -2.012 0.389
C: 5.997 -1.474 1.263
C: 5.721 -0.111 1.988
C: 4.286 0.073 2.569
C: 4.408 1.059 3.792
N: 3.067 1.311 4.356
C: 4.751 -1.826 -1.024
N: 5.781 -1.034 -1.696
C: 5.865 0.297 -1.251
O: 6.790 1.028 -1.372
F: 4.767 0.785 -0.593
C: 7.050 -1.677 -1.791
O: 7.874 -1.333 -2.571
F: 7.340 -2.758 -1.018
C: 3.706 -2.382 -1.777
C: 3.443 -2.345 -3.284
C: 4.353 -1.534 -4.237
C: 3.796 -0.062 -4.397
C: 4.861 1.024 -4.197
O: 6.035 0.802 -4.265
O: 4.473 2.332 -3.966
C: 3.442 2.481 -2.977
C: 3.812 3.692 -2.060
C: 2.730 -3.105 -1.026
S: 1.325 -3.836 -1.902
C: 0.052 -3.758 -0.625
C: -1.296 -3.599 -1.011
C: -2.285 -3.584 -0.028
C: -3.795 -3.463 -0.268
C: -4.213 -3.125 -1.729
C: -4.492 -1.580 -1.855
C: -5.866 -1.298 -1.129
C: -5.639 -0.111 -0.154
O: -5.232 1.010 -0.956
C: -4.550 1.960 -0.211
C: -5.297 3.303 -0.030
O: -3.457 1.764 0.233
C: -1.873 -3.722 1.327
C: -0.533 -3.863 1.687
P: -0.077 -4.076 3.458
O: -1.576 -4.076 4.216
I: 1.129 -2.097 4.283
C: 0.481 -3.878 0.691
H: 5.737 -6.281 1.614
H: 1.426 -6.016 1.745
H: 1.824 -5.895 0.000
H: 3.925 -2.875 2.141
H: 6.957 -1.363 0.728
H: 6.186 -2.245 2.036
H: 6.022 0.754 1.370
H: 6.413 -0.082 2.859
H: 3.831 -0.847 2.964
H: 3.684 0.586 1.798
H: 4.918 1.996 3.498
H: 4.996 0.552 4.581
H: 2.681 0.446 4.725
H: 2.453 1.545 3.575
H: 3.432 -3.399 -3.639
H: 2.400 -1.995 -3.431
H: 5.432 -1.555 -4.041
H: 4.229 -1.975 -5.246
H: 3.429 0.065 -5.437
H: 2.906 0.044 -3.756
H: 3.292 1.587 -2.347
H: 2.455 2.696 -3.440
H: 4.754 4.108 -2.460
H: 3.894 3.415 -0.999
H: 3.033 4.467 -2.171
H: -1.577 -3.488 -2.064
H: -4.277 -4.424 0.010
H: -4.182 -2.710 0.446
H: -5.192 -3.608 -1.915
H: -3.503 -3.486 -2.489
H: -3.681 -0.997 -1.384
H: -4.577 -1.300 -2.918
H: -6.638 -1.051 -1.881
H: -6.192 -2.180 -0.547
H: -6.536 0.086 0.462
H: -4.775 -0.390 0.483
H: -6.335 3.094 0.280
H: -4.737 3.860 0.733
H: -5.293 3.806 -1.013
H: -2.618 -3.745 2.130
H: -1.518 -3.526 5.011
C: -7.116 7.704 3.137
C: -6.683 6.936 1.900
O: -7.499 5.814 1.611
C: -8.870 6.079 1.365
C: -9.111 7.005 0.186
H: -7.127 7.047 4.009
H: -6.429 8.531 3.329
H: -8.117 8.122 3.029
H: -5.676 6.547 2.060
H: -6.625 7.598 1.029
H: -9.349 6.467 2.271
H: -9.335 5.114 1.159
H: -8.671 7.991 0.342
H: -10.182 7.139 0.022
H: -8.669 6.590 -0.722

## Properties
**E**: -3481.67315 a.u.
**SMILES**: C#CCN1c2cc(CCCCN)c(N(C(=O)F)C(=O)F)c(CCCC(=O)OCC)c2Sc2cc(CCCCCOC(C)=O)cc(P(O)I)c21.CCOCC
**Highest occupied orbital energy**: -8.444 eV